[1]
Computed, not measured: C3H5NS in the gas phase, with the ωB97M-V functional and the def2-TZVPD basis.

For the largest force on an atom, the calculation gives 5.66 eV/Å. The calculation puts the electronic energy at -570.18761 a.u. Its HOMO energy is -8.37 eV. The relative energy (zero: lowest compared OMol25 entry of this formula, charge and spin) comes out at 123.2 kJ/mol. Its gap between HOMO and LUMO is 9.20 eV. Its multiplicity is 1. The LUMO energy comes out at 0.8 eV.

Last column: Löwdin charge in e.
Geometry (Å):
S  1.276  0.247  -2.975  0.623
C  0.596  0.256  -1.519  -0.951
C  1.013  -0.351  -0.192  -0.100
C  -0.539  0.059  0.379  -0.088
N  -0.623  0.618  -1.032  -0.052
H  1.047  -1.438  -0.337  0.105
H  1.867  -0.061  0.251  0.053
H  -1.411  -0.730  0.592  0.134
H  -0.476  0.886  1.145  0.095
H  -1.537  1.076  -1.406  0.181

***

[2]
Computed, not measured: a molecular structure, C52H43Br4N4O2P2S4Tl, with the ωB97M-V functional and the def2-TZVPD basis.

For the largest force on an atom, the calculation gives 0.58 eV/Å. The calculation puts the electronic energy at -15120.95501 a.u. Its HOMO energy is -1.64 eV. The relative energy (zero: lowest compared OMol25 entry of this formula, charge and spin) comes out at 266.6 kJ/mol. Its gap between HOMO and LUMO is 5.43 eV. Its multiplicity is 1. The LUMO energy comes out at 3.8 eV. As for the charge: -2.

Last column: Löwdin charge in e.
Geometry (Å):
Tl  1.081  0.342  0.355  0.555
S  3.396  1.158  -0.924  -0.011
S  4.061  2.807  0.099  -0.138
S  2.418  3.917  0.739  -0.207
S  1.495  2.667  2.047  -0.075
Br  -0.248  -6.916  -0.634  0.623
C  0.613  -5.229  -0.494  -0.785
C  1.986  -5.116  -0.606  -0.781
Br  3.060  -6.656  -0.898  0.622
C  2.591  -3.845  -0.479  -0.643
Br  4.471  -3.621  -0.614  0.708
C  1.867  -2.674  -0.231  -0.447
O  2.426  -1.521  -0.072  -0.263
C  0.417  -2.788  -0.155  -0.482
O  -0.258  -1.716  0.057  -0.231
C  -0.149  -4.061  -0.271  -0.640
Br  -2.040  -4.130  -0.040  0.699
N  0.860  1.536  -3.243  -0.399
P  0.665  -0.097  -2.751  0.984
C  1.690  -0.986  -3.988  -0.328
C  1.354  -2.278  -4.400  -0.083
C  2.176  -2.971  -5.277  -0.092
C  3.345  -2.385  -5.748  -0.109
C  3.700  -1.113  -5.316  -0.094
C  2.883  -0.422  -4.432  -0.094
C  -1.006  -0.526  -3.412  -0.351
C  -1.862  -1.286  -2.614  -0.090
C  -3.133  -1.625  -3.074  -0.078
C  -3.561  -1.197  -4.323  -0.104
C  -2.711  -0.441  -5.125  -0.102
C  -1.439  -0.119  -4.675  -0.098
P  0.865  2.689  -1.945  0.883
C  -0.876  3.336  -1.997  -0.307
C  -1.531  3.726  -3.089  -0.097
C  -2.991  3.945  -3.087  -0.091
C  -3.733  3.737  -2.001  -0.069
C  -3.144  3.287  -0.697  -0.190
C  -1.601  3.063  -0.704  -0.194
C  1.733  4.082  -2.772  -0.364
C  2.733  3.831  -3.708  -0.095
C  3.476  4.875  -4.253  -0.098
C  3.242  6.181  -3.850  -0.117
C  2.264  6.441  -2.895  -0.100
C  1.518  5.400  -2.360  -0.117
H  0.377  1.817  -4.088  0.043
H  0.452  -2.747  -4.023  0.108
H  1.910  -3.976  -5.584  0.097
H  3.985  -2.926  -6.435  0.090
H  4.628  -0.666  -5.654  0.095
H  3.177  0.551  -4.052  0.067
H  -1.531  -1.591  -1.620  0.067
H  -3.781  -2.224  -2.444  0.093
H  -4.554  -1.453  -4.676  0.091
H  -3.039  -0.110  -6.105  0.091
H  -0.774  0.443  -5.326  0.100
H  -0.999  3.875  -4.027  0.098
H  -3.460  4.264  -4.013  0.087
H  -4.809  3.888  -2.037  0.097
H  -3.492  3.947  0.103  0.138
H  -1.075  3.518  0.140  0.136
H  2.935  2.806  -3.992  0.076
H  4.249  4.663  -4.982  0.093
H  3.827  6.994  -4.266  0.088
H  2.091  7.456  -2.558  0.093
H  0.767  5.605  -1.606  0.098
C  -2.506  -2.365  3.955  -0.027
C  -2.309  -1.628  5.254  -0.217
C  -3.343  -1.569  6.187  -0.059
C  -3.203  -0.927  7.409  -0.106
C  -1.994  -0.326  7.726  -0.103
C  -0.956  -0.350  6.808  -0.021
C  -1.098  -0.987  5.576  -0.207
N  -0.005  -0.994  4.685  0.148
C  -0.033  -0.499  3.369  -0.357
N  -1.215  0.067  3.023  0.142
C  -1.742  0.668  1.827  -0.198
C  -1.094  0.885  0.684  -0.140
C  -1.818  1.527  -0.466  -0.215
C  -3.358  1.781  -0.350  -0.178
C  -3.903  1.531  1.013  -0.030
C  -3.182  1.036  2.016  -0.187
C  -3.841  0.835  3.362  -0.051
N  0.999  -0.584  2.623  0.081
C  2.222  -1.150  3.089  -0.238
C  3.317  -0.301  3.263  -0.023
C  4.562  -0.815  3.593  -0.085
C  4.731  -2.184  3.743  -0.104
C  3.643  -3.026  3.564  -0.056
C  2.379  -2.536  3.247  -0.204
C  1.231  -3.493  3.069  -0.028
H  -3.273  -3.132  4.067  0.085
H  -1.583  -2.839  3.626  0.074
H  -2.810  -1.703  3.140  0.070
H  -4.280  -2.061  5.946  0.110
H  -4.031  -0.898  8.107  0.092
H  -1.863  0.179  8.674  0.095
H  -0.012  0.133  7.037  0.114
H  0.912  -0.916  5.099  0.144
H  -1.839  0.135  3.805  0.074
H  -1.588  0.983  -1.379  0.096
H  -3.960  1.256  -1.100  0.141
H  -4.951  1.780  1.181  0.107
H  -4.867  1.201  3.328  0.077
H  -3.326  1.380  4.162  0.093
H  -3.873  -0.222  3.649  0.055
H  3.178  0.762  3.095  0.055
H  5.405  -0.141  3.696  0.097
H  5.707  -2.599  3.970  0.090
H  3.774  -4.100  3.653  0.108
H  1.573  -4.424  2.613  0.086
H  0.458  -3.068  2.431  0.063
H  0.781  -3.736  4.037  0.078

***

[3]
Computed, not measured: 2 unconnected molecules or ions with the total composition C2H6N4S, with the ωB97M-V functional and the def2-TZVPD basis.

For the largest force on an atom, the calculation gives 2.72 eV/Å. The calculation puts the electronic energy at -696.91543 a.u. Its HOMO energy is -9.69 eV. The relative energy (zero: lowest compared OMol25 entry of this formula, charge and spin) comes out at 290.5 kJ/mol. Its gap between HOMO and LUMO is 10.29 eV. Its multiplicity is 1. The LUMO energy comes out at 0.6 eV.

Last column: Löwdin charge in e.
Geometry (Å):
C  0.538  -0.278  -0.217  -0.893
C  -0.097  -0.719  -1.464  -0.132
N  -1.443  1.049  0.874  0.216
N  -2.269  0.368  0.609  -0.312
N  1.035  0.833  -0.047  0.089
N  -3.168  -0.412  0.433  0.091
S  0.323  -1.572  1.020  0.724
H  -1.164  -0.833  -1.285  0.053
H  0.323  -1.596  -1.866  0.065
H  0.100  -0.070  -2.261  0.068
H  1.373  1.044  0.879  0.043
H  -2.927  -1.327  0.091  0.059
H  0.510  -0.641  2.100  -0.072

***

[4]
Computed, not measured: a gas-phase ion, C6H8F3N3 (charge +2), with the ωB97M-V functional and the def2-TZVPD basis.

For the largest force on an atom, the calculation gives 6.09 eV/Å. The calculation puts the electronic energy at -696.56206 a.u. Its HOMO energy is -18.75 eV. The relative energy (zero: lowest compared OMol25 entry of this formula, charge and spin) comes out at 29.5 kJ/mol. Its gap between HOMO and LUMO is 10.12 eV. Its multiplicity is 1. The LUMO energy comes out at -8.6 eV. As for the charge: +2.

Last column: Löwdin charge in e.
Geometry (Å):
C  3.682  -1.714  -0.154  0.433
N  2.681  -1.233  0.194  0.218
C  1.516  -0.488  0.596  -0.066
C  0.190  -1.181  0.214  0.059
N  -0.899  -0.566  0.305  0.211
C  -1.950  0.211  0.140  -0.355
C  -2.218  0.810  -1.221  0.066
N  -2.886  0.198  1.030  0.242
C  1.579  1.015  -0.036  -0.573
F  2.830  1.511  0.144  0.178
F  1.270  0.936  -1.330  0.195
F  0.743  1.708  0.659  0.233
H  4.463  -2.076  -0.716  0.136
H  1.650  -0.431  1.646  0.173
H  0.356  -2.204  0.062  0.137
H  -3.343  1.015  -1.383  0.155
H  -1.821  0.036  -1.911  0.121
H  -1.476  1.578  -1.157  0.086
H  -3.639  0.943  0.922  0.194
H  -2.726  -0.068  1.997  0.159

***

[5]
Computed, not measured: C3H4FNS in the gas phase, with the ωB97M-V functional and the def2-TZVPD basis.

For the largest force on an atom, the calculation gives 4.28 eV/Å. The calculation puts the electronic energy at -669.28680 a.u. Its HOMO energy (spin up / spin down) is -8.86 / -8.86 eV. The relative energy (zero: lowest compared OMol25 entry of this formula, charge and spin) comes out at 557.4 kJ/mol. Its gap between HOMO and LUMO (spin up / spin down) is 8.57 / 8.58 eV. Its multiplicity is 1. The LUMO energy (spin up / spin down) comes out at -0.3 / -0.3 eV.

Last column: Löwdin charge in e.
Geometry (Å):
C  0.016  -0.555  -1.347  0.107
C  0.990  0.293  -1.088  -0.628
C  -0.096  0.097  1.326  -0.435
N  -1.112  -0.510  0.580  -0.104
F  -2.136  0.277  0.091  -0.122
S  1.213  1.154  0.323  0.847
H  -0.608  -1.332  -1.658  0.046
H  1.836  0.646  -1.768  0.092
H  -0.543  0.825  2.002  0.077
H  0.440  -0.895  1.538  0.119

***

[6]
Computed, not measured: a molecular structure, C25H20F6MoN7O2SSb, with the ωB97M-V functional and the def2-TZVPD basis.

Its expectation value of S² is 3.809. For the largest force on an atom, the calculation gives 1.72 eV/Å. The calculation puts the electronic energy at -2803.49464 a.u. Its HOMO energy (spin up / spin down) is -17.34 / -17.38 eV. The relative energy (zero: lowest compared OMol25 entry of this formula, charge and spin) comes out at 100.7 kJ/mol. Its gap between HOMO and LUMO (spin up / spin down) is 7.35 / 5.96 eV. Its multiplicity is 4. The LUMO energy (spin up / spin down) comes out at -10.0 / -11.4 eV. As for the charge: +3.

Last column: Mulliken spin population.
Geometry (Å):
Mo  -0.003  -0.495  0.332  1.876
C  -1.577  -1.554  4.224  -0.009
C  -1.439  -2.930  4.271  0.019
C  -0.978  -3.611  3.150  -0.005
C  -0.646  -2.898  2.023  0.077
N  -0.744  -1.551  1.995  -0.045
C  -1.220  -0.892  3.070  0.055
C  -0.182  -3.479  0.747  -0.024
C  -0.022  -4.822  0.500  0.001
C  0.436  -5.221  -0.748  0.013
C  0.748  -4.268  -1.702  -0.005
C  0.574  -2.936  -1.394  0.021
N  0.084  -2.559  -0.205  -0.051
C  0.918  -1.802  -2.273  0.018
C  1.548  -1.943  -3.484  -0.005
C  1.870  -0.811  -4.220  0.012
C  1.526  0.429  -3.716  -0.003
C  0.893  0.506  -2.493  0.034
N  0.595  -0.587  -1.764  -0.008
H  -1.947  -0.991  5.070  0.000
H  -1.696  -3.476  5.170  0.000
H  -0.882  -4.687  3.162  0.000
H  -1.303  0.182  3.000  -0.010
H  -0.248  -5.552  1.265  0.000
H  0.558  -6.274  -0.970  0.000
H  1.129  -4.564  -2.669  0.000
H  1.795  -2.926  -3.858  0.000
H  2.380  -0.902  -5.170  0.000
H  1.746  1.339  -4.257  0.000
H  0.610  1.459  -2.078  0.000
N  3.045  7.243  1.263  0.364
C  2.332  6.138  1.234  0.147
C  2.565  5.166  0.205  0.188
C  1.844  4.007  0.192  -0.080
C  0.903  3.795  1.210  0.230
C  0.622  4.750  2.215  -0.065
C  1.326  5.913  2.231  0.182
S  -0.014  2.282  1.400  0.022
O  0.816  1.158  1.966  0.011
O  -1.160  2.602  2.189  0.012
N  -0.368  1.590  -0.021  -0.004
C  -1.766  1.427  -0.266  0.036
N  -2.024  0.111  -0.215  -0.062
C  -3.305  -0.272  -0.339  0.021
C  -4.282  0.673  -0.537  -0.007
C  -3.886  2.006  -0.616  0.020
N  -2.609  2.396  -0.476  -0.011
H  3.776  7.423  0.583  -0.014
H  2.909  7.946  1.982  -0.013
H  3.332  5.342  -0.539  -0.011
H  2.040  3.260  -0.558  0.003
H  -0.119  4.548  2.975  0.001
H  1.146  6.657  2.998  -0.007
H  -3.519  -1.331  -0.294  0.000
H  -5.318  0.385  -0.639  0.000
H  -4.610  2.792  -0.794  0.000
F  1.775  -0.908  0.979  0.060
Sb  3.207  1.107  1.720  0.003
F  2.922  0.010  3.162  0.000
F  2.713  2.486  2.879  0.004
F  4.362  2.449  1.117  -0.003
F  2.416  1.327  0.026  0.007
F  4.454  -0.104  1.120  0.000

***

What did the fifth record say?
Computed, not measured: C3H4FNS in the gas phase, with the ωB97M-V functional and the def2-TZVPD basis.

For the largest force on an atom, the calculation gives 4.28 eV/Å. The calculation puts the electronic energy at -669.28680 a.u. Its HOMO energy (spin up / spin down) is -8.86 / -8.86 eV. The relative energy (zero: lowest compared OMol25 entry of this formula, charge and spin) comes out at 557.4 kJ/mol. Its gap between HOMO and LUMO (spin up / spin down) is 8.57 / 8.58 eV. Its multiplicity is 1. The LUMO energy (spin up / spin down) comes out at -0.3 / -0.3 eV.

Last column: Löwdin charge in e.
Geometry (Å):
C  0.016  -0.555  -1.347  0.107
C  0.990  0.293  -1.088  -0.628
C  -0.096  0.097  1.326  -0.435
N  -1.112  -0.510  0.580  -0.104
F  -2.136  0.277  0.091  -0.122
S  1.213  1.154  0.323  0.847
H  -0.608  -1.332  -1.658  0.046
H  1.836  0.646  -1.768  0.092
H  -0.543  0.825  2.002  0.077
H  0.440  -0.895  1.538  0.119

***

Look up the electronic energy of the second one. -15120.95501 a.u.